Molecular formula: C14H15N7OPt
Method: DFT, ωB97M-V with the def2-TZVPD basis set

The geometry in ORCA input format:
```
! wB97M-V def2-TZVPD RIJCOSX def2/J DEFGRID3
* xyz 2 1
Pt 0.05 -0.15 -0.02
C -3.65 1.53 1.62
C -2.65 1.22 0.56
O -1.50 0.83 0.90
N -3.02 1.37 -0.71
C -2.17 1.12 -1.87
C -2.05 -0.36 -2.13
C -2.80 -0.99 -3.10
C -2.73 -2.37 -3.25
C -1.93 -3.09 -2.37
C -1.18 -2.40 -1.44
N -1.21 -1.06 -1.34
H -3.14 1.88 2.51
H -4.18 0.61 1.88
H -4.37 2.27 1.28
H -3.96 1.68 -0.89
H -1.18 1.55 -1.70
H -2.61 1.62 -2.72
H -3.44 -0.40 -3.75
H -3.29 -2.88 -4.02
H -1.88 -4.17 -2.40
H -0.54 -2.92 -0.74
N 3.43 -2.13 -1.33
C 2.17 -1.86 -1.62
N 1.72 -1.01 -0.71
C 2.80 -0.80 0.13
N 3.85 -1.48 -0.23
C 2.62 0.13 1.22
C 3.61 0.57 2.10
N 3.33 1.47 3.01
C 2.11 1.97 3.11
C 1.12 1.54 2.24
N 1.37 0.63 1.30
H 4.07 -2.74 -1.82
H 1.64 -2.24 -2.47
H 4.61 0.18 2.01
H 1.91 2.70 3.88
H 0.11 1.93 2.29
*
```

## Properties
Energy above the lowest of the compared OMol25 structures with the same formula, charge and spin   4.7 kJ/mol
Gap between HOMO and LUMO   0.33957 hartree

Mulliken atomic charge list, values in e, 4 entries: Pt 0.697; C -1.232; C 0.953; O -0.777

Molecular formula: C4H5NO2S
Method: DFT, ωB97M-V with the def2-TZVPD basis set

The geometry in ORCA input format:
```
! wB97M-V def2-TZVPD RIJCOSX def2/J DEFGRID3
* xyz 0 1
N 1.60 -2.34 1.12
C 1.39 -1.28 0.75
C 1.05 0.14 0.47
O 0.81 0.73 1.70
C -0.15 0.26 -0.39
S -0.12 1.31 -1.64
C -1.33 -0.47 0.20
O -2.50 -0.37 -0.50
H 1.91 0.56 -0.03
H 1.60 1.09 2.09
H -1.27 -0.01 1.23
H -1.09 -1.56 0.23
H -2.61 0.57 -0.76
*
```

## Properties
SMILES   N#C[C@H](O)C(=S)CO
Energy above the lowest of the compared OMol25 structures with the same formula, charge and spin   266.2 kJ/mol
Gap between HOMO and LUMO   0.31737 hartree

Mulliken atomic charge list, values in e, 4 entries: N -0.417; C 0.066; C 0.188; O -0.521

Molecular formula: C5H16NO4
Method: DFT, ωB97M-V with the def2-TZVPD basis set

The geometry in ORCA input format:
```
! wB97M-V def2-TZVPD RIJCOSX def2/J DEFGRID3
* xyz -1 1
C -1.76 -1.16 -1.13
O -2.05 -1.63 -2.47
C -0.49 -0.30 -1.15
C -0.23 0.25 0.26
C 1.24 0.64 0.45
C 2.13 -0.61 0.76
O 2.07 -1.00 2.07
N -0.60 0.79 -2.14
H -1.69 -2.04 -0.47
H -2.68 -0.62 -0.96
H -1.29 -2.08 -2.82
H 0.38 -0.89 -1.47
H -0.92 1.07 0.44
H -0.49 -0.56 1.02
H 1.35 1.24 1.35
H 1.60 1.16 -0.43
H 1.80 -1.51 0.14
H 3.19 -0.34 0.53
H -0.89 1.65 -1.70
H -1.27 0.58 -2.86
H 0.50 2.94 -0.10
H -0.31 3.02 1.19
O -0.13 3.50 0.37
H 0.87 -1.05 2.57
H -0.13 -1.93 3.53
O -0.20 -1.12 3.02
*
```

## Properties
Energy above the lowest of the compared OMol25 structures with the same formula, charge and spin   106.2 kJ/mol
Gap between HOMO and LUMO   0.26487 hartree

Mulliken atomic charge list, values in e, 4 entries: C -0.632; O -0.571; C 0.276; C -0.322

Molecular formula: C3H5N2O
Method: DFT, ωB97M-V with the def2-TZVPD basis set

The geometry in ORCA input format:
```
! wB97M-V def2-TZVPD RIJCOSX def2/J DEFGRID3
* xyz 1 1
C 0.00 1.39 -1.13
C -1.34 -0.88 0.82
C 1.53 1.14 -0.92
N -1.11 1.06 -0.89
N -2.27 -1.53 1.42
O -0.43 -0.32 0.45
H 1.62 -0.01 -0.88
H 1.86 1.46 0.19
H 2.25 1.79 -1.53
H -3.26 -1.69 1.13
H -2.17 -2.00 2.32
*
```

## Properties
Energy above the lowest of the compared OMol25 structures with the same formula, charge and spin   393.7 kJ/mol
Gap between HOMO and LUMO   0.35082 hartree

Mulliken atomic charge list, values in e, 4 entries: C 0.474; C 0.677; C -0.740; N -0.503

Molecular formula: C24H39GaN2O6SbSe4Si
Method: DFT, ωB97M-V with the def2-TZVPD basis set

The geometry in ORCA input format:
```
! wB97M-V def2-TZVPD RIJCOSX def2/J DEFGRID3
* xyz -1 1
Ga 1.20 -0.07 -0.95
O 1.41 6.79 -1.78
C 2.47 6.07 -1.17
C 2.09 4.63 -1.02
C 2.81 3.81 -0.17
C 2.52 2.46 -0.12
N 1.57 1.93 -0.88
C 0.91 2.70 -1.75
C 1.11 4.06 -1.82
C 0.04 1.95 -2.69
C -0.68 2.55 -3.72
C -1.39 1.75 -4.60
C -2.14 2.38 -5.74
O -2.96 3.46 -5.33
C -1.37 0.37 -4.42
C -0.65 -0.15 -3.36
N 0.03 0.62 -2.52
H 1.71 7.69 -1.94
H 2.72 6.49 -0.19
H 3.38 6.10 -1.79
H 3.63 4.19 0.43
H 3.09 1.78 0.50
H 0.59 4.67 -2.54
H -0.66 3.62 -3.85
H -2.73 1.61 -6.26
H -1.43 2.79 -6.46
H -3.58 3.15 -4.67
H -1.90 -0.29 -5.09
H -0.59 -1.22 -3.19
Se 2.48 1.56 -4.52
Sb 4.28 0.45 -3.29
Se 2.95 -1.35 -1.47
Se 5.44 -1.26 -4.49
Se 5.51 1.83 -1.74
C 0.78 0.27 4.81
C 1.04 -0.66 3.63
C 1.43 -2.05 4.12
C 2.12 -0.09 2.72
O -0.20 -0.75 2.93
Si -0.54 -1.27 1.42
O -0.11 -0.20 0.30
O 0.18 -2.72 1.23
C -0.03 -3.81 0.34
C -1.19 -4.65 0.87
C 1.26 -4.61 0.33
C -0.36 -3.31 -1.07
O -2.17 -1.44 1.33
C -3.20 -1.38 2.30
C -4.47 -1.83 1.58
C -2.91 -2.32 3.47
C -3.36 0.06 2.80
H 1.68 0.38 5.42
H -0.02 -0.13 5.43
H 0.48 1.25 4.44
H 2.40 -2.01 4.64
H 1.51 -2.74 3.29
H 0.68 -2.43 4.82
H 3.03 0.11 3.29
H 1.77 0.86 2.30
H 2.37 -0.77 1.91
H -0.97 -4.98 1.89
H -1.34 -5.53 0.24
H -2.11 -4.06 0.88
H 1.47 -5.00 1.33
H 2.09 -3.97 0.02
H 1.19 -5.46 -0.36
H -1.23 -2.66 -1.05
H -0.57 -4.16 -1.73
H 0.50 -2.78 -1.48
H -4.36 -2.85 1.22
H -4.66 -1.18 0.72
H -5.34 -1.78 2.25
H -2.81 -3.35 3.11
H -3.74 -2.29 4.19
H -2.00 -2.03 3.98
H -3.55 0.72 1.95
H -2.44 0.38 3.29
H -4.19 0.13 3.50
*
```

## Properties
Energy above the lowest of the compared OMol25 structures with the same formula, charge and spin   75.5 kJ/mol
Gap between HOMO and LUMO   0.19808 hartree

Mulliken atomic charge list, values in e, 4 entries: Ga -0.644; O -0.503; C -0.692; C 0.505

Q: Among the records above, which one has the lowest energy above the lowest of the compared OMol25 structures with the same formula, charge and spin?
A: C14H15N7OPt